Entry 1:
C28H32N2O2 in the gas phase, computed with ωB97M-V/def2-TZVPD.

Calculated values
Spin multiplicity: 1
Calculated total energy in eV: -36632.3886
Lowest unoccupied orbital energy in eV: 0.6
Frontier orbital gap in eV: 8.502
Strongest force on any atom in eV/A: 0.59

Last column: Löwdin charge in e.
Cartesian coordinates (Å):
C -0.498935 -5.319422 -0.853036  -0.114
C 0.421944 -4.115824 -1.008155  -0.263
C 0.002023 -2.968076 -0.095329  -0.189
H -1.015875 -2.665711 -0.342250  0.115
H 0.017855 -3.300720 0.946201  0.120
C 0.928088 -1.754370 -0.262465  -0.123
C 0.520011 -0.685661 0.701082  -0.158
N 1.080654 -0.666621 1.902465  0.097
C 2.311572 -1.272956 2.329084  -0.145
H 2.478393 -2.223871 1.821545  0.116
H 2.231300 -1.468197 3.401976  0.125
C 3.502020 -0.319864 2.069470  -0.100
C 3.533375 0.109920 0.639957  -0.155
C 4.099318 -0.543799 -0.422500  -0.271
N 3.798964 0.128265 -1.581744  0.134
C 3.029667 1.218037 -1.292897  -0.201
C 2.473402 2.177324 -2.127127  -0.017
C 1.738670 3.183715 -1.538131  -0.105
C 1.568731 3.240101 -0.152315  -0.102
C 2.112227 2.287423 0.678997  -0.028
C 2.846453 1.247583 0.109434  -0.128
H 1.967152 2.345480 1.746914  0.111
H 1.001459 4.056160 0.272091  0.101
H 1.292680 3.949168 -2.156654  0.101
H 2.612843 2.135516 -3.197219  0.108
H 4.090526 -0.154920 -2.501653  0.163
C 4.924806 -1.781291 -0.472124  -0.010
H 4.413470 -2.564135 -1.034391  0.081
H 5.122380 -2.147851 0.530924  0.076
H 5.877999 -1.585323 -0.963634  0.084
H 3.390911 0.559877 2.704874  0.116
H 4.425534 -0.829935 2.348098  0.112
H 0.713378 0.093540 2.499251  0.106
C -0.488729 0.252560 0.390018  -0.047
C -0.901820 1.220278 1.379418  -0.367
O -0.448738 1.261299 2.531956  0.017
C -1.951750 2.257971 1.038282  -0.070
C -2.770369 1.978000 -0.211030  -0.260
C -3.811207 0.894273 -0.054284  -0.185
C -3.732907 -0.095157 0.916092  -0.020
C -4.691901 -1.091426 0.985500  -0.074
C -5.744197 -1.114583 0.088232  -0.095
C -5.834956 -0.130105 -0.880743  -0.084
C -4.876322 0.863188 -0.948219  -0.037
H -4.953358 1.629498 -1.707298  0.115
H -6.654158 -0.136396 -1.585149  0.101
H -6.490167 -1.893775 0.143852  0.099
H -4.613433 -1.854376 1.746598  0.103
H -2.922587 -0.099055 1.628757  0.111
C -1.782716 1.586810 -1.310997  -0.057
C -1.075467 0.297548 -0.943123  -0.353
O -1.013252 -0.599647 -1.768050  0.057
H -1.029328 2.370415 -1.430388  0.117
H -2.287244 1.434717 -2.266506  0.127
H -3.286677 2.898906 -0.509262  0.146
H -1.405335 3.196992 0.900720  0.126
H -2.587917 2.389377 1.917188  0.135
H 0.836254 -1.389902 -1.283703  0.116
H 1.959000 -2.057325 -0.092953  0.093
H 0.396680 -3.769938 -2.042819  0.114
H 1.449176 -4.412535 -0.777336  0.105
H -1.521414 -5.045166 -1.100797  0.073
H -0.189514 -6.127252 -1.512366  0.066
H -0.481315 -5.686297 0.171367  0.070

Atoms 1-2, force components in eV/Å:
0.2 0.1 -0.1
-0.2 0.0 0.2



Entry 2:
2 unconnected molecules or ions with the total composition C28H32N4O3 in a non-equilibrium geometry, computed with ωB97M-V/def2-TZVPD.

Calculated values
Spin multiplicity: 1
Calculated total energy in eV: -41658.0152
Lowest unoccupied orbital energy in eV: -2.0
Frontier orbital gap in eV: 4.405
Strongest force on any atom in eV/A: 1.96

Last column: Löwdin charge in e.
Cartesian coordinates (Å):
C -4.428482 4.073153 1.244593  -0.081
C -2.948727 4.198938 1.302128  -0.225
C -2.121486 3.102306 1.413827  -0.153
N -0.802822 3.112205 1.455969  0.029
C -0.130249 4.303434 1.498212  -0.580
O 1.074445 4.421450 1.684494  -0.016
N -0.931877 5.438293 1.304090  0.181
C -2.315673 5.509709 1.237711  -0.456
O -2.878016 6.601027 1.139102  0.008
H -4.888973 5.063868 1.224098  0.071
H -4.753168 3.513760 0.353812  0.072
H -4.807029 3.518236 2.115787  0.072
H -2.559093 2.098701 1.468930  0.111
H -0.417330 6.310055 1.317091  0.149
C 1.501896 -4.703208 -2.328355  -0.008
N 1.136916 -3.317969 -2.150784  -0.039
C 0.714877 -2.561690 -3.210800  -0.363
O 0.632018 -2.949910 -4.373711  0.091
C 0.397770 -1.167856 -2.670166  -0.160
C -1.073469 -0.778099 -2.846778  -0.082
C -1.469876 -0.668707 -4.301241  -0.236
C -2.508395 -1.463147 -4.794183  -0.041
C -2.788676 -1.464931 -6.159880  -0.073
C -2.052021 -0.640190 -7.021895  -0.082
C -1.064480 0.212332 -6.513550  -0.071
C -0.773574 0.202630 -5.147006  -0.039
N 0.795335 -1.276630 -1.269761  0.038
C 0.644332 -0.238313 -0.425365  0.036
C 1.005962 -0.306939 0.911523  -0.068
C 0.876559 0.704276 1.843191  0.064
C 1.269981 0.577017 3.210770  -0.184
C 1.242294 1.687032 4.096088  0.029
C 1.649114 1.566931 5.419351  -0.012
C 2.116431 0.337486 5.915429  -0.253
C 2.543078 0.171635 7.342929  -0.047
C 2.173112 -0.760987 5.048467  -0.038
C 1.741208 -0.659894 3.739005  -0.007
C 1.248224 -2.625361 -0.872301  -0.455
C 0.309782 -3.282757 0.153975  0.013
C 2.712352 -2.645765 -0.406336  0.012
H 1.336459 -4.963771 -3.377126  0.099
H 2.553644 -4.869189 -2.066400  0.094
H 0.895013 -5.355261 -1.689184  0.094
H 1.038919 -0.437586 -3.193052  0.166
H -1.691316 -1.537843 -2.342506  0.130
H -1.245159 0.175147 -2.323831  0.123
H -3.054973 -2.103071 -4.095844  0.114
H -3.568683 -2.122696 -6.543398  0.105
H -2.257799 -0.656667 -8.092306  0.102
H -0.498389 0.872124 -7.175135  0.106
H 0.011758 0.837267 -4.726763  0.115
H 0.219629 0.671319 -0.863443  0.159
H 1.432777 -1.248246 1.245167  0.051
H 0.476599 1.665469 1.513373  0.079
H 0.907259 2.641976 3.691680  0.111
H 1.612864 2.439189 6.076681  0.125
H 2.860209 -0.862614 7.516697  0.076
H 3.381798 0.825537 7.610573  0.090
H 1.726499 0.393490 8.041284  0.091
H 2.560995 -1.716126 5.412208  0.115
H 1.769097 -1.544063 3.102959  0.102
H -0.695968 -3.390448 -0.276510  0.104
H 0.697647 -4.271249 0.430486  0.092
H 0.218127 -2.692635 1.067980  0.073
H 3.361735 -2.350987 -1.241417  0.107
H 2.901959 -1.956035 0.417679  0.075
H 2.976999 -3.655152 -0.068328  0.093

Atoms 1-2, force components in eV/Å:
-0.5 -0.3 0.0
0.7 -0.1 0.1



Entry 3:
C28H32N4O7 in the gas phase in a non-equilibrium geometry, computed with ωB97M-V/def2-TZVPD.

Calculated values
Spin multiplicity: 1
Calculated total energy in eV: -49847.3472
Lowest unoccupied orbital energy in eV: 0.3
Frontier orbital gap in eV: 8.040
Strongest force on any atom in eV/A: 1.23

Last column: Löwdin charge in e.
Cartesian coordinates (Å):
C -0.539121 -3.287382 -3.747693  -0.061
H -1.558599 -3.424941 -4.115805  0.093
O -0.518621 -2.904648 -2.388909  -0.055
C -0.981259 -1.695950 -1.981971  -0.183
C -0.784594 -1.453878 -0.620357  0.050
C -1.152303 -0.257039 -0.043309  -0.168
C -1.763178 0.718157 -0.821036  0.025
C -1.980544 0.497444 -2.171098  -0.189
C -1.596859 -0.718310 -2.770841  -0.138
O -1.767384 -0.907096 -4.129797  -0.112
C -3.103893 -0.923229 -4.591631  -0.065
H -3.043173 -1.150388 -5.654765  0.095
H -3.686767 -1.701255 -4.084098  0.099
H -3.593631 0.041942 -4.451524  0.084
O -2.546652 1.419109 -3.003362  -0.087
C -2.859029 2.690811 -2.488591  -0.066
H -1.974190 3.191062 -2.084677  0.098
H -3.629956 2.635871 -1.713211  0.091
H -3.240399 3.261741 -3.334006  0.097
H -2.038712 1.656960 -0.371975  0.106
C -0.843799 -0.007266 1.411909  -0.133
N 0.560649 0.325317 1.629027  0.026
C 1.079461 -0.086107 2.803432  -0.388
O 0.435694 -0.754096 3.602811  0.068
C 2.486144 0.282170 3.158429  -0.158
N 3.451956 0.272977 2.245071  0.123
C 4.684315 0.524827 2.655112  -0.097
C 4.966364 0.787743 3.988777  -0.115
N 4.009264 0.804969 4.905397  0.086
C 2.779185 0.550325 4.499144  -0.051
H 1.999238 0.554859 5.246707  0.123
H 5.970335 0.985165 4.337791  0.104
H 5.450242 0.507218 1.892017  0.110
C 1.191876 1.219250 0.681873  -0.084
C 1.585467 0.516466 -0.596052  -0.198
C 1.274156 1.067317 -1.828047  -0.040
C 1.582186 0.423664 -3.024470  0.020
C 2.218054 -0.788341 -2.932084  -0.208
C 2.562554 -1.336119 -1.695562  -0.191
C 2.260227 -0.705308 -0.516870  0.048
H 2.530132 -1.128936 0.434605  0.114
O 3.201472 -2.532163 -1.890998  0.040
C 3.229852 -2.732043 -3.285987  -0.162
O 2.619166 -1.636488 -3.933118  0.026
H 4.275109 -2.823004 -3.624571  0.139
H 2.686884 -3.657619 -3.537264  0.133
H 1.319864 0.846958 -3.979026  0.124
H 0.770235 2.020663 -1.869040  0.115
H 2.082272 1.647721 1.145045  0.123
H 0.492300 2.031093 0.467112  0.125
C -1.729258 1.116631 1.983864  -0.442
O -1.341751 2.263528 2.083308  0.077
N -2.958245 0.687690 2.313002  0.140
H -3.158142 -0.294436 2.214053  0.149
C -4.031530 1.520572 2.862197  -0.584
C -4.384329 2.613569 1.849496  -0.034
H -3.515099 3.239498 1.669313  0.076
H -5.189398 3.234387 2.232388  0.084
H -4.702614 2.166877 0.909362  0.079
C -5.234399 0.609477 3.098484  -0.041
H -4.984544 -0.174986 3.809665  0.086
H -6.062998 1.184948 3.501921  0.087
H -5.557340 0.150112 2.166085  0.085
C -3.566869 2.142766 4.180556  -0.030
H -3.295623 1.363541 4.888920  0.088
H -4.359013 2.750162 4.609554  0.085
H -2.697112 2.768729 4.004566  0.076
H -1.020056 -0.921743 1.991551  0.152
H -0.306336 -2.226551 -0.040550  0.142
H -0.019785 -2.563552 -4.378119  0.095
H -0.019307 -4.245834 -3.776926  0.094

Atoms 1-2, force components in eV/Å:
0.1 -0.2 -0.4
0.1 0.0 0.0



Entry 4:
A molecular structure, C28H32NO4P2SeSiSn, computed with ωB97M-V/def2-TZVPD.

Calculated values
Spin multiplicity: 1
Calculated total energy in eV: -136858.9109
Lowest unoccupied orbital energy (spin up / spin down) in eV: -4.7 / -4.0
Charge: +1
Frontier orbital gap (spin up / spin down) in eV: 5.746 / 6.006
Strongest force on any atom in eV/A: 0.74

Last column: Löwdin charge in e.
Cartesian coordinates (Å):
Sn 1.735925 -0.074011 1.513410  1.103
C -0.222738 -2.853278 -0.356964  -0.147
N -0.620062 -1.432857 -0.428229  -0.504
P -1.062769 -0.616968 1.033873  0.943
C -2.756904 -0.046834 0.749833  -0.344
C -3.535913 -0.627217 -0.249255  -0.114
C -4.859548 -0.247426 -0.402646  -0.069
C -5.406286 0.712786 0.436840  -0.066
C -4.633681 1.282296 1.437728  -0.054
C -3.310667 0.903138 1.601988  -0.079
C -1.312321 -1.847863 2.336287  -0.366
C -0.626287 -1.697273 3.537658  -0.120
C -0.852124 -2.571992 4.592448  -0.060
C -1.768414 -3.601065 4.448991  -0.057
C -2.481800 -3.740630 3.263910  -0.056
C -2.267883 -2.860366 2.219348  -0.082
P 0.627062 -0.444616 -1.129397  0.918
C 0.750811 -1.015187 -2.841390  -0.353
C 1.890060 -0.663444 -3.562371  -0.087
C 1.988968 -0.991973 -4.905305  -0.062
C 0.961489 -1.687622 -5.525296  -0.062
C -0.167372 -2.051930 -4.806637  -0.060
C -0.278370 -1.715244 -3.466789  -0.096
C -0.193431 1.163542 -1.277451  -0.304
C 0.559525 2.386495 -0.857342  -0.334
C -0.250090 3.635177 -0.848543  -0.020
C -1.480844 3.681897 -1.410494  -0.048
C -2.071305 2.526939 -1.969683  -0.013
C -1.413530 1.293546 -1.880241  -0.081
H -1.104411 -3.483556 -0.265009  0.083
H 0.442356 -3.062508 0.486550  0.077
H 0.288789 -3.124299 -1.279325  0.072
H -3.105559 -1.371616 -0.905490  0.094
H -5.463831 -0.701721 -1.175648  0.109
H -6.438022 1.012060 0.315003  0.110
H -5.059820 2.027460 2.095093  0.113
H -2.713594 1.355517 2.379089  0.088
H 0.069333 -0.871553 3.679023  0.062
H -0.317724 -2.441754 5.523085  0.113
H -1.944495 -4.285951 5.266809  0.113
H -3.217319 -4.526761 3.163736  0.113
H -2.864366 -2.945987 1.319978  0.106
H 2.700840 -0.134481 -3.079224  0.080
H 2.871252 -0.713935 -5.464198  0.112
H 1.043688 -1.952066 -6.570498  0.113
H -0.964680 -2.599123 -5.290316  0.112
H -1.163610 -1.992156 -2.909754  0.099
H 1.399483 2.550958 -1.554934  0.164
H 0.214220 4.519440 -0.433239  0.120
H -2.021846 4.617342 -1.428259  0.121
H -3.045508 2.583005 -2.431881  0.115
H -1.904814 0.415863 -2.275675  0.104
O -0.912171 2.523876 1.976759  -0.389
Se 0.656522 2.837456 1.962860  0.915
O 1.530789 1.694252 2.811180  -0.602
O 1.276369 2.157494 0.401970  -0.450
O 1.182653 4.333725 2.088297  -0.355
C 4.360633 0.718082 -0.915013  -0.223
Si 4.230090 0.994105 0.929909  0.480
C 5.367808 -0.123345 1.902558  -0.224
C 4.359646 2.778353 1.424479  -0.190
H 5.372611 0.968998 -1.244107  0.047
H 3.669871 1.365391 -1.456712  0.017
H 4.169264 -0.319584 -1.191673  0.027
H 6.405953 0.136343 1.684821  0.041
H 5.228922 -1.173856 1.648085  0.031
H 5.221329 -0.004851 2.976290  0.038
H 5.422203 3.002319 1.556360  0.048
H 3.857770 2.997853 2.364856  0.031
H 3.957881 3.441189 0.659883  0.041

Atoms 1-2, force components in eV/Å:
0.6 0.4 -0.2
-0.1 0.0 0.0



- What is the strongest force on any atom in the third record?
  1.23 eV/A



- Which formula does entry 1 have?
  C28H32N2O2